Entry 1:
A molecular structure, C29H79As4F24N7O16, computed with ωB97M-V/def2-TZVPD.

**Orbital gap**: 0.326 Eh
**LUMO energy**: -0.71 eV

```
! wB97M-V def2-TZVPD RIJCOSX def2/J DEFGRID3
* xyz 0 1
As 3.187 -1.457 -2.726
As 5.713 -1.334 3.298
As -1.881 -5.660 0.026
As -2.667 -1.286 -4.752
F -3.008 -2.425 -3.572
F 4.815 -2.021 -2.501
F 1.533 -0.906 -2.845
F -1.127 -6.773 0.950
F -1.087 -6.259 -1.359
F 4.651 -1.224 1.950
F -1.914 -2.534 -5.632
F -1.198 -0.927 -4.020
F 2.653 -2.263 -1.416
F -3.312 -6.639 -0.202
F 3.473 -0.542 -4.179
F 4.428 -1.589 4.407
F 6.818 -1.157 4.615
F -2.557 -4.903 1.446
F -3.418 -0.069 -3.759
F -4.223 -1.583 -5.598
F -2.669 -4.387 -0.889
F 5.873 -3.039 3.277
F -2.223 -0.170 -5.976
F 5.504 0.381 3.368
F 7.081 -1.336 2.168
F 2.807 -2.732 -3.818
F -0.579 -4.550 0.311
F 3.639 -0.057 -1.812
O 2.823 3.811 -0.262
O 0.175 6.547 4.700
O 2.941 3.351 6.442
O -5.424 -0.736 -0.507
O 0.867 -4.756 -6.030
O -3.093 0.962 1.883
O 0.123 0.163 0.689
O 1.243 2.920 -1.601
O 1.593 5.172 -1.604
O 0.994 3.740 5.220
O -1.124 2.122 1.729
O -2.774 3.012 2.770
O -0.964 3.571 -4.138
O 3.764 -3.459 0.668
O 3.026 2.897 4.452
O -0.603 -2.407 2.613
N 1.913 -5.159 1.163
N -0.298 4.474 2.939
N 1.639 1.930 -3.813
N -5.291 1.463 0.648
N 0.215 -3.540 -4.182
N 1.756 2.095 2.323
N -2.588 -1.217 3.225
C -5.381 -2.093 -1.024
C -5.259 0.288 -1.441
C 0.930 -4.690 -4.868
C 1.699 -5.564 -4.018
C -5.098 2.847 -1.420
C 0.170 5.740 2.271
C 1.492 6.768 5.070
C 2.220 0.754 1.936
C 0.766 2.181 -5.002
C -0.670 2.282 -4.672
C -2.095 -1.992 0.740
C -1.998 3.622 -3.205
C -0.143 6.821 3.380
C 1.564 0.265 0.647
C 3.514 -3.659 2.053
C -0.421 -3.484 -2.836
C -0.424 0.513 -0.615
C 5.077 -3.251 0.272
C -0.576 5.925 0.961
C -5.740 1.616 -0.801
C -2.383 2.060 2.184
C -1.620 -1.988 2.153
C 1.845 -0.214 3.150
C 1.986 -4.520 3.623
C 2.090 -4.070 2.192
C 1.914 3.857 -1.100
C -4.015 -1.715 3.339
C 2.219 3.400 5.320
C 0.944 1.048 -6.007
H 2.321 -3.644 4.177
H -6.866 1.641 -0.835
H -5.517 2.209 1.344
H -1.674 5.948 1.108
H -6.413 -2.426 -1.187
H 0.455 1.286 -6.923
H -1.236 2.230 -5.599
H 0.984 -4.792 3.980
H 2.653 2.101 -3.965
H -4.612 -0.820 3.118
H -0.758 -2.489 -2.752
H 2.026 -0.702 0.426
H 0.526 0.141 -5.541
H 3.678 -2.778 2.672
H -0.349 6.874 0.434
H 1.667 6.365 6.024
H 1.715 7.848 5.133
H -4.915 -2.741 -0.264
H 2.106 2.739 1.602
H -4.023 2.773 -1.161
H 1.323 2.611 -3.013
H -1.505 0.516 -0.548
H 2.187 6.323 4.378
H 1.985 0.876 -6.277
H 0.845 5.162 -2.234
H 5.182 -3.821 -0.645
H -2.004 -1.249 4.091
H -5.529 3.718 -0.970
H 0.241 4.298 3.901
H 2.744 -5.387 -4.238
H 0.356 -3.588 -2.098
H -4.801 -2.163 -1.962
H -1.642 3.332 -2.196
H 1.115 3.190 -5.323
H -4.225 -2.448 2.544
H -0.240 3.679 2.310
H 1.579 1.001 -3.361
H 4.259 -4.395 2.413
H 1.827 0.983 -0.139
H 1.909 -1.185 2.755
H -0.946 1.464 -3.953
H -2.526 -2.987 0.608
H -1.220 6.863 3.341
H 2.443 2.569 3.516
H -1.274 -1.965 0.054
H -5.743 -0.015 -2.361
H -5.232 2.770 -2.497
H 0.987 -5.350 0.812
H -4.185 1.364 0.797
H 0.738 2.121 2.426
H -0.521 -3.288 -4.878
H 1.534 -6.507 -4.515
H 2.609 3.878 7.185
H 5.362 -2.189 0.058
H 5.811 -3.593 0.967
H -4.221 0.446 -1.677
H -4.236 -2.087 4.343
H 0.144 7.825 3.026
H -0.197 5.140 0.320
H -0.871 1.236 1.555
H -2.783 2.924 -3.522
H 0.808 0.002 3.456
H 3.312 0.857 1.867
H 1.383 -3.338 1.907
H 1.486 -5.521 -2.960
H -0.145 -0.255 -1.360
H 1.230 5.556 1.996
H 2.581 -0.118 3.948
H 0.908 -2.834 -4.272
H -1.303 4.601 3.257
H -2.419 4.645 -3.185
H 2.766 -5.324 3.751
H -2.641 -0.266 2.709
H -2.837 -1.183 0.583
H 0.010 1.506 -0.894
H 2.394 -4.785 0.313
H -1.218 -4.189 -2.722
H 2.407 -5.995 1.443
H -5.599 0.545 1.014
*
```

Entry 2:
C5H8O in the gas phase, computed with ωB97M-V/def2-TZVPD.

**Energy above the lowest of the compared OMol25 structures with the same formula, charge and spin**: 89.7 kJ/mol
**Orbital gap**: 0.356 Eh
**LUMO energy**: 1.08 eV

```
! wB97M-V def2-TZVPD RIJCOSX def2/J DEFGRID3
* xyz 0 1
O -0.753 -1.360 -0.678
C -0.441 1.067 -0.390
C -1.376 -0.136 -0.307
C 0.921 0.802 0.288
C 0.380 -1.609 0.036
C 1.153 -0.660 0.561
H 1.719 1.153 -0.379
H -0.945 1.918 0.084
H -0.294 1.332 -1.442
H 1.028 1.386 1.210
H -2.225 -0.019 -0.986
H 0.575 -2.674 0.135
H 2.017 -0.952 1.151
H -1.759 -0.249 0.718
*
```

Entry 3:
C3HClO in the gas phase, computed with ωB97M-V/def2-TZVPD.

**Energy above the lowest of the compared OMol25 structures with the same formula, charge and spin**: 32.1 kJ/mol
**Orbital gap**: 0.385 Eh
**LUMO energy**: -0.42 eV

```
! wB97M-V def2-TZVPD RIJCOSX def2/J DEFGRID3
* xyz 0 1
Cl 1.515 1.473 0.006
O 0.943 0.142 2.058
C -0.370 -0.313 -0.115
C -1.046 -0.675 -1.098
C 0.561 0.390 0.972
H -1.603 -1.018 -1.823
*
```

| no. | E (eV) |
| --- | --- |
| 1 | -383132.4568 |
| 2 | -7361.3259 |
| 3 | -17693.9267 |